1.
Computed, not measured: one molecule with the formula C11H25N3 at a distorted geometry, with ωB97M-V with the def2-TZVPD basis set.

Geometry as XYZ:
```
39
Properties=species:S:1:pos:R:3:forces:R:3
H 2.17690 -1.27235 -2.89855 -0.142 -0.300 -0.222
N 1.84888 -0.96175 -1.99711 -1.200 0.159 0.899
C 0.56439 -1.10020 -1.84710 1.884 0.541 0.373
N -0.05213 -0.66116 -0.69704 -0.764 -0.786 -0.123
C 0.59370 -0.16492 0.53336 0.594 -0.181 -1.523
C 0.78580 1.33120 0.38093 1.600 0.229 0.810
C 1.50307 1.98939 1.59397 -0.544 -0.029 1.584
N 0.80994 1.68360 2.90015 -0.699 -0.968 0.173
C -0.59189 2.16654 3.06308 1.848 -0.105 1.416
C -0.61468 3.68432 3.13638 -0.063 0.207 -0.689
C 1.54384 1.18128 4.11069 -0.503 2.021 -0.845
C 2.34106 2.34104 4.82142 -1.093 -1.048 0.918
C -0.33457 -1.69118 -2.89410 -0.189 -0.115 -1.435
C -0.18820 -3.21121 -3.07481 0.455 0.093 0.634
C -0.10647 -0.99097 -4.26487 -0.074 -0.159 -0.144
H -1.06845 -0.65138 -0.75237 0.577 -0.058 0.301
H -0.00551 -0.39824 1.39232 -0.493 -0.133 0.324
H 1.54555 -0.70869 0.64985 -0.226 0.332 -0.142
H 1.35507 1.52530 -0.53982 -0.049 -0.055 0.273
H -0.17451 1.77825 0.24737 -0.794 0.440 -0.083
H 1.53305 3.09544 1.48988 0.091 -0.503 -0.319
H 2.55957 1.66550 1.70834 -0.641 -0.029 -0.220
H -1.01057 1.74536 4.02012 0.455 0.186 -0.938
H -1.20027 1.81910 2.24737 -0.402 -0.229 -0.422
H 0.06791 4.06645 3.90593 -0.331 -0.109 -0.136
H -1.63182 4.03705 3.28906 -0.079 0.234 0.187
H -0.28575 4.08063 2.15980 -0.083 0.044 0.405
H 0.84808 0.67903 4.84330 0.492 0.704 -0.857
H 2.20369 0.42565 3.74879 0.737 -0.626 -0.096
H 3.03878 2.91117 4.23817 0.186 -0.017 -0.807
H 1.62019 3.04623 5.24689 0.051 -0.017 -0.096
H 2.90364 1.95161 5.67322 0.034 -0.129 0.033
H -1.36060 -1.49342 -2.63908 -0.607 0.117 0.350
H -0.53609 -3.75922 -2.19542 0.063 0.083 0.034
H -0.79128 -3.54837 -3.91340 0.081 0.004 -0.191
H 0.87260 -3.47674 -3.22261 -0.435 0.071 -0.131
H -0.01925 0.09471 -4.09721 -0.048 -0.365 -0.328
H 0.82431 -1.36593 -4.73060 -0.321 0.302 0.218
H -0.93005 -1.20522 -4.99841 0.632 0.191 0.818
```
Positions in Å, forces in eV/Å.

Results
Energy above the lowest of the compared OMol25 structures with the same formula, charge and spin = 0.00 kJ/mol
Structure (SMILES) = [H]/N=C(/NCCCN(CC)CC)C(C)C
Frontier orbital gap = 8.5 eV

***

2.
Computed, not measured: C31H40CdN6SSeTe as an isolated structure, with ωB97M-V with the def2-TZVPD basis set.

Geometry as XYZ:
```
81
Properties=species:S:1:pos:R:3:forces:R:3
Cd 0.56153 -0.92164 1.49646 -0.186 -0.002 -0.008
C 2.05145 -0.80787 5.95197 0.084 -0.016 -0.028
C 1.88304 -0.99005 4.47461 0.441 0.142 0.112
N 0.83726 -1.41865 3.90190 -0.295 -0.131 -0.210
N -0.26198 -1.78184 4.59786 -0.019 0.020 -0.346
C -1.32221 -2.31783 3.93531 0.018 -0.018 -0.005
N -2.34407 -2.66288 4.71120 -0.086 -0.083 -0.136
S -1.38303 -2.55976 2.26227 -0.046 -0.108 0.244
C 3.01798 -0.70941 3.53590 -0.211 -0.018 0.011
C 4.29489 -0.48879 4.00709 0.223 0.031 0.158
C 5.32777 -0.27964 3.10308 0.122 0.022 0.053
C 5.05470 -0.29555 1.74978 0.043 0.010 -0.037
C 3.74837 -0.52210 1.35177 -0.083 -0.015 0.170
N 2.75487 -0.72469 2.21854 0.030 -0.002 -0.201
H 1.10540 -0.58990 6.44608 0.011 0.022 0.000
H 2.71737 0.02548 6.16830 -0.034 -0.030 -0.004
H 2.47711 -1.70755 6.40576 -0.013 0.033 -0.018
H -0.28014 -1.71104 5.60148 0.038 0.017 0.206
H -2.32930 -2.58854 5.71542 0.007 0.013 0.026
H -3.14540 -3.09173 4.28085 -0.071 -0.022 0.008
H 4.50114 -0.49284 5.06859 -0.010 0.008 -0.054
H 6.33545 -0.10759 3.46067 -0.046 -0.016 -0.015
H 5.83057 -0.13754 1.01344 -0.031 -0.008 0.016
H 3.48516 -0.54266 0.30204 -0.035 0.003 -0.048
C -1.61968 4.70133 -0.49245 0.069 -0.001 -0.033
C -0.11314 4.97305 -0.39563 -0.054 -0.094 -0.036
C 0.77119 4.10039 -1.29482 -0.133 0.022 0.068
C 0.89445 2.63978 -0.87060 -0.217 0.148 -0.114
N -0.34897 1.87282 -1.02265 0.280 -0.079 -0.004
C -1.08851 1.32385 -0.03989 -0.080 -0.053 -0.299
Se -0.68298 1.36950 1.80272 0.028 0.174 -0.222
N -2.11519 0.66232 -0.60703 -0.182 -0.186 0.056
C -3.19789 -0.07209 0.07216 -0.015 0.202 -0.168
C -4.55994 0.58470 -0.14320 0.030 0.054 0.014
C -4.67969 2.00100 0.41650 0.000 -0.044 0.107
C -4.68518 2.05522 1.94408 -0.037 0.003 -0.033
C -2.00289 0.74415 -1.99785 -0.200 -0.097 0.280
C -2.75930 0.17640 -3.01713 -0.060 -0.111 -0.047
C -2.34413 0.42492 -4.31233 -0.021 -0.032 -0.001
C -1.21303 1.21011 -4.57986 0.031 0.048 -0.006
C -0.46022 1.76456 -3.56065 0.077 0.053 -0.067
C -0.88247 1.51001 -2.26021 0.189 0.231 0.130
H -2.18940 5.53979 -0.08775 0.055 -0.054 -0.018
H -1.91657 3.81640 0.07513 0.015 0.036 -0.036
H -1.93396 4.56303 -1.53311 0.028 0.021 0.087
H 0.21512 4.86839 0.64367 -0.002 0.038 -0.028
H 0.07209 6.01150 -0.67355 0.008 0.000 0.011
H 1.78906 4.49608 -1.28814 0.000 0.035 -0.021
H 0.41786 4.16940 -2.32751 0.022 -0.015 0.017
H 1.17436 2.58756 0.17484 0.033 -0.083 0.182
H 1.65931 2.12949 -1.45896 0.012 -0.023 -0.049
H -2.93992 -0.12651 1.12402 0.067 0.032 0.105
H -3.19743 -1.08720 -0.32708 0.034 -0.059 -0.017
H -5.30151 -0.06013 0.33630 0.003 -0.013 -0.032
H -4.79532 0.58906 -1.20984 -0.012 0.002 0.045
H -5.60880 2.43233 0.04096 0.009 0.009 -0.007
H -3.87532 2.62762 0.01616 -0.030 -0.003 0.009
H -5.48569 1.42752 2.34944 0.072 0.067 -0.041
H -4.85535 3.07475 2.29592 0.023 -0.074 -0.023
H -3.73885 1.71619 2.37251 -0.011 -0.005 -0.020
H -3.62731 -0.43776 -2.81257 0.059 0.048 -0.034
H -2.90587 0.00588 -5.13792 0.034 0.028 0.043
H -0.92431 1.38985 -5.60836 -0.020 -0.018 0.060
H 0.41754 2.36188 -3.77308 -0.060 -0.021 0.010
C 1.07864 -1.39632 -2.89994 0.031 -0.032 0.052
Te 0.07027 -2.07420 -1.14343 0.017 -0.073 0.292
C 1.61106 -3.56370 -1.09087 -0.042 0.028 -0.200
C 2.00687 -3.70473 -2.54368 -0.027 0.043 -0.028
C 2.63045 -4.85650 -3.01205 0.023 0.014 -0.007
C 2.97618 -4.96250 -4.35209 -0.017 0.007 0.018
C 2.69187 -3.92349 -5.22970 -0.001 -0.028 -0.030
C 2.06807 -2.77389 -4.76851 0.043 0.021 0.011
C 1.73244 -2.65518 -3.42417 0.021 -0.030 0.018
H 1.79384 -0.62109 -2.63313 0.064 0.033 -0.021
H 0.34006 -0.97642 -3.58075 0.006 -0.048 0.023
H 1.22004 -4.48210 -0.66306 -0.045 -0.036 -0.017
H 2.42520 -3.20065 -0.46900 0.082 -0.008 0.052
H 2.83909 -5.67550 -2.33039 -0.030 0.071 -0.067
H 3.45276 -5.86473 -4.71485 -0.023 0.048 0.015
H 2.94316 -4.01469 -6.28001 -0.009 0.004 0.085
H 1.83987 -1.96688 -5.45699 0.011 -0.051 0.044
```
Positions in Å, forces in eV/Å.

Results
Energy above the lowest of the compared OMol25 structures with the same formula, charge and spin = 0.00 kJ/mol
Total charge = +2
Frontier orbital gap = 7.7 eV